Entry 1:
Here is an isolated ion of composition C17H27FN3O2 and charge +1 from OMol25. Energies are from wB97M-V/def2-TZVPD.

- SMILES = CCOCCCNC(=O)CN1CC[NH+](c2ccc(F)cc2)CC1
- charge = +1
- DFT total energy (hartree) = -1078.38211
- frontier orbital gap (eV) = 10.019
- spin multiplicity = 1

The geometry in XYZ format:
```
50
Properties=species:S:1:pos:R:3:lowdin_charge:R:1
O 1.337 1.410 0.968 -0.190
O 0.711 -0.292 -1.289 0.033
H -1.421 -2.379 1.870 0.136
H -5.717 -0.562 0.732 0.130
C -0.812 -1.592 1.421 -0.068
H 2.882 2.476 1.836 0.130
H -3.693 -1.952 1.001 0.122
C 0.682 -1.966 1.430 -0.114
C 0.424 2.450 1.269 -0.247
C 3.360 2.209 -0.259 -0.136
N -1.230 -1.392 0.019 -0.078
H -1.444 0.892 -1.276 0.111
H -0.969 -0.666 1.974 0.141
C -3.512 1.359 -0.985 0.028
H -1.243 -2.461 -1.773 0.144
N 2.935 -0.011 -1.237 0.098
H -2.188 -3.216 -0.476 0.132
C -2.446 -0.608 -0.126 -0.209
H 2.133 -2.817 -1.501 0.144
H -0.527 1.935 1.439 0.109
H 1.279 -1.054 1.469 0.113
H 3.842 -0.413 -1.052 0.160
C 2.885 1.416 -1.480 -0.146
H 1.844 1.656 -1.699 0.111
C -4.777 -0.259 0.300 0.026
C 0.243 3.491 0.169 -0.055
C 2.711 1.728 1.053 -0.204
H 3.198 0.797 1.368 0.119
N 1.045 -2.730 0.252 -0.164
F -5.794 1.676 -0.548 0.096
C -4.698 0.928 -0.413 -0.263
H 0.723 2.944 2.204 0.124
H -0.328 -4.223 0.511 0.131
C -0.031 -3.521 -0.274 -0.130
H 4.441 2.112 -0.143 0.118
H 0.040 3.007 -0.783 0.068
H 3.022 -2.245 -0.086 0.134
H 0.326 -4.109 -1.119 0.132
H 3.501 1.662 -2.348 0.131
H -0.426 -0.851 -0.479 0.104
C -1.263 -2.683 -0.704 -0.062
H -0.599 4.129 0.421 0.083
C 2.061 -2.185 -0.611 -0.068
C 1.841 -0.743 -1.074 -0.417
C -2.379 0.581 -0.838 0.010
H 3.139 3.260 -0.438 0.105
H 1.125 4.117 0.067 0.070
C -3.639 -1.031 0.443 -0.002
H -3.489 2.287 -1.533 0.129
H 0.894 -2.555 2.331 0.134
```



Entry 2:
Here is one molecule with the formula C3H7NO2 at a distorted geometry from OMol25. Energies are from wB97M-V/def2-TZVPD.

- ΔE to the lowest compared entry with this formula, charge and spin (kcal per mole) = 28.6
- SMILES = C[C@H](N)C(=O)O
- DFT total energy (hartree) = -323.73536
- frontier orbital gap (eV) = 9.552
- spin multiplicity = 1

The geometry in XYZ format:
```
13
Properties=species:S:1:pos:R:3:lowdin_charge:R:1
H -0.329 1.630 -1.260 0.070
H -2.957 -0.410 0.537 0.161
O -0.900 -1.826 0.895 0.089
H 2.160 -0.514 0.048 0.064
C -0.988 -0.666 0.522 -0.496
H 0.112 0.996 1.165 0.177
C 0.451 0.953 -0.939 -0.066
H 1.331 1.599 -1.110 0.088
H 1.076 -1.579 0.658 0.055
C 0.280 0.162 0.335 -0.421
H 0.499 0.277 -1.779 0.077
N 1.350 -0.652 0.553 0.071
O -2.084 0.030 0.373 0.129
```



Entry 3:
Here is one molecule with the formula C18H29N3O3S from OMol25. Energies are from wB97M-V/def2-TZVPD.

- ΔE to the lowest compared entry with this formula, charge and spin (kcal per mole) = 22.3
- SMILES = CCCNS(=O)(=O)c1ccc(CCC(=O)N2CCN(CC)CC2)cc1
- DFT total energy (hartree) = -1491.46954
- frontier orbital gap (eV) = 9.265
- spin multiplicity = 1

The geometry in XYZ format:
```
54
Properties=species:S:1:pos:R:3:lowdin_charge:R:1
C 3.370 -0.805 4.349 -0.168
H -1.372 0.666 -7.434 0.072
H -3.966 -1.744 -2.171 0.117
H -3.773 0.861 -6.603 0.124
H -0.800 1.593 -6.047 0.074
C -2.135 1.084 -2.024 -0.056
H 4.738 1.041 5.665 0.113
C -3.123 -1.108 -1.952 -0.051
H -1.943 -2.632 -1.025 0.122
C 3.766 1.404 5.320 -0.251
C 3.330 -1.494 2.986 -0.117
N 3.420 0.630 4.145 -0.192
O -4.542 2.267 -3.233 -0.286
N 2.178 -1.032 2.235 -0.053
H -2.341 -1.042 -5.889 0.111
H 3.245 -2.575 3.100 0.121
H 4.237 -1.249 2.425 0.130
C -1.999 -1.591 -1.307 -0.016
H -3.228 1.811 -5.210 0.114
H 2.483 -1.117 4.926 0.129
H -0.854 -2.069 1.385 0.125
C 1.166 -1.892 1.978 -0.464
H -0.369 -0.387 1.612 0.115
O 1.238 -3.070 2.276 0.054
H 2.645 0.343 6.848 0.065
N -4.473 0.284 -4.744 -0.136
C 0.264 -1.268 -0.275 -0.137
C 2.771 1.360 6.485 -0.084
C -0.044 -1.355 1.229 -0.089
H 4.266 -1.115 4.890 0.127
S -4.616 0.838 -3.185 0.635
C -3.410 0.797 -5.572 -0.254
H 3.143 1.972 7.302 0.070
H 0.520 -2.268 -0.630 0.130
H -0.193 1.262 -1.149 0.115
C 2.233 1.076 3.446 -0.172
H -0.134 -0.009 -6.372 0.070
H 1.801 1.747 6.182 0.065
H 1.326 0.749 1.511 0.107
C -1.014 0.596 -1.374 -0.017
H 2.283 2.160 3.321 0.127
C -2.124 -0.032 -5.532 -0.247
H 1.304 0.825 3.988 0.127
C -1.039 0.593 -6.401 -0.106
C 2.192 0.402 2.070 -0.133
H 3.892 2.441 4.994 0.112
H 1.123 -0.617 -0.441 0.113
H -4.664 -0.701 -4.833 0.111
H -2.224 2.120 -2.310 0.115
H -1.768 -0.111 -4.503 0.090
C -3.177 0.225 -2.309 -0.292
C -0.932 -0.745 -1.016 -0.224
H 3.101 0.674 1.521 0.132
O -5.781 0.202 -2.647 -0.287
```



Entry 4:
Here is a 2-piece molecular cluster, C5H13NO overall at a distorted geometry from OMol25. Energies are from wB97M-V/def2-TZVPD.

- ΔE to the lowest compared entry with this formula, charge and spin (kcal per mole) = 76.6
- SMILES = C=CCCCN.O
- DFT total energy (hartree) = -328.19679
- frontier orbital gap (eV) = 9.839
- spin multiplicity = 1

The geometry in XYZ format:
```
20
Properties=species:S:1:pos:R:3:lowdin_charge:R:1
H -0.814 -2.642 0.468 0.059
H -2.504 -2.298 -0.531 0.040
C 0.674 2.044 0.296 -0.197
H 1.939 1.374 -1.369 0.104
C 1.464 -0.366 0.061 -0.225
H 0.244 0.725 -1.432 0.156
H -0.659 0.067 0.797 0.128
H 0.593 3.580 -1.109 0.051
H 1.829 -1.151 -0.570 0.085
O -3.257 -2.795 -0.060 -0.111
H 2.242 -0.295 0.769 0.086
C 0.123 -0.842 0.716 -0.298
H 0.249 -2.269 -0.831 0.104
H 0.093 -1.302 1.807 0.138
N -0.407 -1.900 -0.083 -0.062
H -0.235 4.057 0.505 0.041
C 0.230 3.295 -0.116 -0.022
H 1.068 2.076 1.380 0.124
C 1.185 0.920 -0.696 -0.218
H -4.057 -2.278 -0.002 0.015
```



Entry 5:
Here is a 24-piece molecular cluster, C24H92O24P overall at a distorted geometry from OMol25. Energies are from wB97M-V/def2-TZVPD.

- charge = -1
- DFT total energy (hartree) = -3116.33696
- frontier orbital gap (eV) = 4.969
- spin multiplicity = 1

The geometry in XYZ format:
```
141
Properties=species:S:1:pos:R:3:lowdin_charge:R:1
O 0.926 4.869 3.070 -0.059
H -0.611 1.665 -0.763 0.107
H -1.649 -3.272 2.963 0.100
C -3.078 -1.675 3.715 -0.174
H 7.958 0.256 6.008 0.045
H -1.748 -3.978 0.027 0.081
H 7.482 2.569 0.905 0.043
H 6.703 -1.601 2.301 0.058
H 3.170 1.014 -2.050 0.111
H -3.852 -1.777 -1.486 -0.026
H 0.344 6.904 -5.776 0.017
H -3.379 -0.389 -0.074 -0.024
H 5.389 -2.914 2.151 0.071
H 1.922 2.025 4.915 0.033
O -5.677 -3.866 2.243 -0.077
O 3.332 7.719 -2.762 -0.059
H 4.790 1.708 -0.153 0.103
H -6.594 -1.207 0.968 -0.017
H -3.799 -2.355 4.316 0.093
C -2.178 -0.224 -2.523 -0.276
C -1.338 -4.842 -2.282 -0.295
O -3.659 7.016 2.263 -0.051
C -5.562 -0.518 3.120 -0.035
H -4.168 -2.155 0.508 -0.051
O -7.005 -1.568 0.171 -0.078
H -1.046 9.800 2.226 0.031
H -5.766 -8.913 -2.586 0.047
O -2.467 -3.982 -2.047 -0.244
O 8.121 1.871 0.716 -0.061
O 1.611 0.409 2.482 -0.062
C 4.481 -0.529 0.374 -0.222
O 1.471 3.628 -4.079 -0.047
H -6.274 2.986 1.882 0.074
H -4.348 -7.889 -0.801 0.000
C 0.305 0.854 -2.721 -0.243
C 1.633 2.108 -0.711 -0.202
H -0.918 -0.476 -0.676 0.060
O -0.315 6.237 -6.009 -0.054
H -3.541 -4.239 -0.263 0.087
H 1.229 -5.563 -4.387 0.042
H 2.123 3.146 -0.909 0.085
H 2.226 -0.047 -0.871 0.097
H -2.429 -6.626 -1.286 0.061
O -1.185 -0.044 6.464 -0.071
C -6.363 0.726 2.654 -0.101
C 6.429 -2.582 1.780 -0.149
O -5.046 -9.481 -2.282 -0.055
H -6.278 -2.027 -0.273 0.017
H -6.127 -1.484 3.375 0.089
C -1.549 -1.149 -1.379 -0.349
H 3.596 6.005 -5.442 0.036
H -3.323 -8.307 0.243 0.034
H -1.384 -5.126 -3.405 0.113
H -3.560 3.155 2.113 0.061
H -0.321 -4.298 -2.165 0.104
C -5.703 2.070 2.259 -0.093
H -0.822 -2.259 1.049 0.070
H 0.801 4.124 -4.569 0.048
H -0.938 -6.005 -0.427 0.075
O -1.165 8.912 1.870 -0.065
C -4.167 2.206 2.376 -0.076
H -1.928 8.565 2.353 0.001
H 9.075 -0.530 2.209 0.027
H 3.782 -1.310 -0.087 0.110
H 8.957 2.341 0.613 0.038
O 2.758 6.479 -5.538 -0.061
C -2.478 -2.594 2.518 -0.248
H 5.574 -2.981 -0.271 0.099
C -3.977 -0.413 3.229 -0.132
H 3.504 7.621 -3.709 0.004
H -0.959 0.087 -4.435 0.093
H 8.848 1.485 5.901 0.040
H 9.093 -0.904 3.685 0.010
C 6.389 -2.306 0.191 -0.262
H 2.246 0.532 3.199 0.019
H 2.577 6.440 -6.486 0.051
H 2.974 8.611 -2.680 0.038
H 0.926 -8.879 -2.744 0.024
H 4.582 2.976 -6.004 0.040
H -8.162 -1.696 -1.916 0.007
H -5.496 -10.206 -1.831 0.045
H 1.660 3.316 4.153 -0.004
C -3.364 0.976 2.867 -0.045
H -2.983 0.504 -2.149 0.094
O 0.272 -9.553 -2.969 -0.072
H -0.987 6.731 -6.494 0.038
C 2.743 0.981 -0.981 -0.209
H -1.627 -0.769 6.923 0.033
O 3.788 3.521 -5.947 -0.065
H 4.449 -0.714 1.516 0.098
C 0.245 1.898 -1.495 -0.192
H -2.217 1.045 2.959 0.095
H -1.616 -0.673 1.507 0.059
C -2.620 -3.637 -0.642 -0.359
H -5.190 -4.468 1.665 0.029
H 0.011 4.566 2.965 0.003
H 0.984 1.331 -3.527 0.087
H -1.912 0.515 6.158 0.031
H 1.421 2.094 0.423 0.094
H 2.132 4.294 -3.849 0.035
P -3.005 -1.793 -0.292 0.433
H -2.256 -1.371 4.479 0.091
H 5.932 -0.720 -1.308 0.114
H -1.578 1.625 -3.635 0.100
C -1.112 0.585 -3.419 -0.223
H 2.021 -0.261 1.920 0.025
H -0.838 -1.963 -1.750 0.074
H -4.100 6.289 2.724 0.048
O 9.148 -1.290 2.800 -0.068
H -1.956 5.317 1.758 0.053
H -1.933 4.963 3.240 0.058
H 3.474 1.317 1.113 0.085
H 7.183 -3.406 2.063 0.073
H 1.688 -5.147 -2.998 0.037
O 8.723 0.602 5.532 -0.052
C 5.979 -0.778 -0.153 -0.218
C 3.947 0.984 0.121 -0.189
C -1.372 -6.232 -1.477 -0.095
H -3.329 -3.276 2.168 0.057
O 2.378 2.746 4.462 -0.066
H -7.507 0.673 2.588 0.088
H 1.378 5.659 0.044 0.044
H 3.236 3.066 -5.292 0.017
H 6.729 -0.012 0.260 0.085
H 0.763 -0.159 -2.471 0.087
H -0.024 2.925 -1.955 0.096
H 7.369 -2.619 -0.335 0.100
O 1.426 -5.921 -3.513 -0.063
H -0.665 -7.028 -1.917 0.052
O -8.800 -1.831 -2.630 -0.072
O -4.162 -7.841 0.146 -0.077
H -8.387 -2.500 -3.188 0.028
O 2.211 5.224 -0.177 -0.061
H 2.517 5.692 -0.965 0.024
H -4.385 7.573 1.958 0.054
O -1.876 4.565 2.361 -0.055
H -0.405 -9.066 -3.455 0.030
C -1.855 -1.780 1.271 -0.351
H -5.391 -4.111 3.131 0.031
H 1.421 4.346 2.424 0.042
H -2.731 -0.937 -3.248 0.094
```



Entry 6:
Here is C12H14N2PRuS as an isolated structure at a distorted geometry from OMol25. Energies are from wB97M-V/def2-TZVPD.

- ΔE to the lowest compared entry with this formula, charge and spin (kcal per mole) = 0.0
- charge = +1
- DFT total energy (hartree) = -1409.19147
- frontier orbital gap (spin up / spin down) (eV) = 7.675 / 5.571
- spin multiplicity = 5

The geometry in XYZ format:
```
31
Properties=species:S:1:pos:R:3:lowdin_spin:R:1
C 0.484 -0.013 -2.562 0.387
P 0.976 -2.261 1.346 0.072
N 0.640 3.114 -0.123 0.017
H 0.945 3.990 -0.519 0.000
H -0.115 -0.277 3.341 0.036
C -1.332 1.403 -2.574 0.214
H -2.018 2.205 -2.814 0.006
H 0.225 2.424 -0.741 0.005
C 0.969 0.503 5.145 0.011
Ru 0.228 -0.227 1.219 2.509
C 0.715 2.926 1.199 0.014
C 1.261 2.858 3.622 0.000
C 1.765 2.818 4.915 0.008
C 0.402 0.570 3.852 0.060
H -0.074 1.135 -4.442 0.001
H -0.341 -1.150 -0.711 0.021
C 0.549 1.739 3.132 0.027
H 2.262 3.702 5.319 0.000
C 1.615 1.633 5.669 0.001
H -1.972 0.849 -0.408 0.012
C -0.171 -0.154 -1.194 0.061
S 1.534 4.028 2.300 0.006
H 2.020 1.591 6.676 0.000
N 0.281 1.796 1.778 0.033
H 1.357 -2.730 0.043 0.006
C -0.233 0.897 -3.398 0.125
H 2.257 -2.191 1.921 0.015
H 0.417 -3.364 2.002 0.009
C -1.340 0.749 -1.326 0.325
H 1.411 -0.547 -2.813 0.017
H 0.911 -0.433 5.722 0.000
```